(1)
Entry from the Open Molecules 2025 dataset: C5H9NO as an isolated structure in a non-equilibrium geometry (ωB97M-V/def2-TZVPD).

The energy above the lowest of the compared OMol25 structures with the same formula, charge and spin comes out at 96.6 kcal per mole.

Each line ends with the Löwdin charge.
Geometry (Å):
H: 0.37299 1.46135 -1.42060  0.058
H: -1.77270 2.05441 0.33378  0.090
C: -1.12287 0.43041 1.31461  -0.103
C: 0.35256 0.47566 -1.88871  -0.110
H: 0.59235 1.62712 0.77801  0.091
H: -0.47591 0.40752 -2.59812  0.071
N: 0.75168 -1.73814 1.16180  0.073
C: 0.26975 -0.64691 -0.91284  -0.123
C: 0.42463 -0.58018 0.45285  -0.431
C: 0.19335 0.69562 1.15747  -0.079
H: 0.44010 -1.62253 -1.36493  0.099
H: -1.62306 -0.35350 1.86844  0.132
O: -2.16197 1.23036 0.66696  -0.018
H: 0.93685 -1.56695 2.14621  0.087
H: 1.54566 -2.23599 0.77293  0.088
H: 1.27659 0.36176 -2.46786  0.074

Cartesian forces (eV/Å) of the 3 atoms listed first:
-0.12 -0.06 -0.11
0.15 -0.37 0.04
-2.49 3.90 -1.64

---

(2)
Entry from the Open Molecules 2025 dataset: C5H9NO as an isolated structure in a non-equilibrium geometry (ωB97M-V/def2-TZVPD).

The energy above the lowest of the compared OMol25 structures with the same formula, charge and spin comes out at 114.6 kcal per mole.

Each line ends with the Löwdin charge.
Geometry (Å):
H: -0.62760 1.75820 1.66194  0.082
H: 1.56878 -1.48267 1.12993  0.291
H: 1.72890 1.15663 -1.83816  0.091
C: -0.25240 1.09303 0.88900  0.083
C: -0.83242 -2.42843 0.73230  -0.117
C: 0.32686 1.45555 -0.26878  -0.339
H: -0.65485 0.12840 1.09574  0.031
H: 1.01555 -0.37426 -1.14091  0.053
H: -0.57052 -3.30836 0.14264  0.070
H: -1.60797 -1.80063 0.21123  0.094
O: 0.36922 -1.56028 0.79399  -0.358
C: 0.83191 0.65168 -1.44444  -0.050
H: -1.21474 -2.64004 1.73899  0.072
H: 0.04209 0.62256 -2.20501  0.092
N: -0.19069 3.91465 -0.89410  0.146
C: 0.06787 2.81396 -0.60437  -0.239

Cartesian forces (eV/Å) of the 3 atoms listed first:
0.29 0.80 -0.61
-6.05 -1.90 -1.10
-0.35 -0.41 -0.02

---

(3)
Entry from the Open Molecules 2025 dataset: one molecule with the formula C5H9NO in a non-equilibrium geometry (ωB97M-V/def2-TZVPD).

The energy above the lowest of the compared OMol25 structures with the same formula, charge and spin comes out at 103.5 kcal per mole.

Each line ends with the Löwdin charge.
Geometry (Å):
C: -1.58736 0.08500 1.33216  -0.150
C: -2.00799 0.47981 -0.06821  -0.091
H: -0.49704 -0.85188 -0.72183  0.104
H: 0.20256 0.02938 -2.00679  0.135
C: 0.00904 0.09894 -0.93622  -0.234
H: -0.72453 0.62008 1.75466  0.057
C: 1.28775 0.20817 -0.13567  -0.145
H: -1.33617 1.52471 -1.59793  0.100
H: 1.93075 1.02295 -0.48913  0.125
H: 3.02072 -1.11363 0.31935  0.121
H: -2.48159 0.42143 1.86326  0.063
H: -1.50623 -0.98766 1.55383  0.084
C: 2.04115 -1.09465 -0.19648  -0.252
H: 1.08908 0.43348 0.91923  0.105
N: -1.00858 1.14497 -0.71503  -0.074
O: 1.62239 -2.08226 -0.75430  0.052

Cartesian forces (eV/Å) of the 3 atoms listed first:
-0.18 0.06 0.02
-0.41 1.05 0.45
0.61 -0.10 -0.07

---

Number 1: HOMO-LUMO gap 0.303 Eh. Number 2: HOMO-LUMO gap 0.346 Eh. Number 3: HOMO-LUMO gap 0.320 Eh.